This record from the Open Molecules 2025 dataset describes 2 unconnected molecules or ions with the total composition C17H19N. The level of theory is the ωB97M-V functional and the def2-TZVPD basis.

The geometry in XYZ format:
```
37
Properties=species:S:1:pos:R:3:forces:R:3
C 2.455128 2.179385 1.617654 1.1 -4.3 -3.6
C 3.172545 3.344284 1.975798 0.0 6.6 -4.1
C 1.448386 1.822093 2.613549 -0.4 0.2 -0.1
C 0.523553 2.869429 2.953227 0.6 -1.4 0.0
C 1.480997 0.499560 3.094276 -5.0 1.6 1.4
C -0.567433 2.563049 3.730514 -0.3 0.8 -0.6
C 0.230062 0.223610 3.805990 1.7 1.1 -0.6
C -0.722683 1.249290 3.997954 -0.4 -3.8 1.8
H 2.034427 2.224124 0.494242 0.7 0.1 2.5
H 3.187797 1.247607 1.562875 -1.2 1.8 -0.1
H 3.959332 3.781993 1.268387 -0.7 -1.3 0.7
H 0.645766 3.859421 2.544318 0.2 0.0 0.0
H 2.149167 -0.280440 2.792894 0.5 0.0 0.0
H -1.364129 3.236460 4.066561 0.6 0.1 -0.4
H 0.035744 -0.719168 4.309617 0.0 -0.1 -0.4
H -1.613442 0.864461 4.513919 0.2 0.6 -0.1
H 3.508920 3.506898 2.903343 1.6 -0.5 3.8
H 2.464460 4.279629 1.941351 0.8 -1.5 -0.2
C -2.588654 0.673527 -3.330387 -0.1 -0.4 0.4
C -0.841578 -1.087900 -2.423942 -3.0 -3.3 -2.5
C -2.105935 -0.770589 -3.152931 0.2 0.6 1.5
C -0.823803 -2.560633 -2.382795 -4.3 1.8 -1.1
C -2.809608 -1.933958 -3.377541 3.2 0.5 1.7
C 1.267112 -1.194223 -1.441514 0.0 0.5 0.1
C 1.229828 -2.569822 -1.353386 0.9 -0.5 -0.3
C 0.198788 -0.411225 -1.919357 1.3 -1.1 1.4
C 0.083229 -3.284877 -1.769553 3.4 2.1 1.0
N -2.117846 -3.053132 -2.807718 0.4 1.8 -1.1
H 2.116925 -0.633113 -1.098067 0.4 -0.1 0.3
H 2.154224 -3.111689 -1.044862 -1.0 0.4 0.1
H 0.167557 0.584438 -1.589735 0.0 1.5 -0.4
H 0.000972 -4.258660 -1.518286 -0.4 -3.2 0.3
H -2.867699 0.793220 -4.345496 0.3 0.6 -1.3
H -2.032134 1.551694 -2.917979 0.3 -1.2 -0.6
H -3.721003 -2.114739 -3.847718 -1.3 0.0 -0.7
H -2.238262 -3.920837 -3.328427 0.5 0.2 0.5
H -3.543322 0.814627 -2.878255 -0.9 -0.2 0.8
```
Positions in Å, forces in eV/Å.

The energy above the lowest of the compared OMol25 structures with the same formula, charge and spin is 3.469 eV. For the LUMO energy, the calculation gives 0.9 eV. Its net charge is 0. The value obtained for the maximum force is 7.8 eV/A. Its HOMO energy is -7.82 eV.